Entry 1:
DFT (the ωB97M-V functional and the def2-TZVPD basis) results for a gas-phase ion, C7H14NO4 (charge +1).

Calculated values
ΔE to the lowest compared entry with this formula, charge and spin in kJ/mol: 302.5
Orbital gap in eV: 11.748
Net charge: +1
SMILES: CC(=O)O[C@@H]([NH+](C)C)C1(C)OO1

```
26
Properties=species:S:1:pos:R:3:forces:R:3
C 2.890 -1.764 -0.345 0.7403 0.9401 2.0429
C 1.736 -1.103 0.368 2.2859 0.6668 0.1782
O 1.612 -1.072 1.548 -0.3523 -0.1829 1.0588
O 0.916 -0.394 -0.462 -2.0219 1.1112 -0.4275
C -0.247 0.148 0.256 2.0309 -0.8555 1.0970
N -0.683 1.460 -0.278 2.1727 0.7397 -0.4777
C -1.641 2.019 0.628 -0.3057 2.9214 1.6789
C 0.344 2.503 -0.761 0.8168 -1.3133 0.7840
C -1.452 -0.928 0.026 1.8578 0.2984 0.3126
C -0.868 -2.289 0.171 -0.4356 -0.6136 2.6303
O -2.772 -0.565 0.309 0.7572 -0.4350 0.5007
O -2.249 -0.744 -1.051 -0.4407 1.0531 -1.2770
H 3.612 -0.981 -0.753 -0.9460 -1.2778 0.5172
H 3.327 -2.511 0.381 -0.0847 1.2227 -0.8093
H 2.410 -2.318 -1.067 -0.4513 -1.2435 -2.3908
H 0.258 0.313 1.297 -1.9791 -0.4869 -1.3193
H -1.157 1.188 -1.074 -1.5801 -0.5198 -2.6090
H -1.469 1.622 1.610 0.1947 0.1184 0.5715
H -1.532 3.140 0.632 -0.1059 -1.2080 0.1466
H -2.639 1.792 0.398 -1.1815 -0.4300 -0.6918
H 0.690 3.103 0.084 0.0761 -0.4484 -0.0851
H 1.115 1.937 -1.263 0.5612 -0.1171 0.3626
H 0.003 3.157 -1.530 -1.2921 0.3256 -0.2945
H -1.680 -3.066 0.252 0.9416 0.7440 -0.7502
H -0.450 -2.236 1.244 -0.0520 -0.6110 -1.7348
H -0.072 -2.409 -0.618 -1.2062 -0.3988 0.9859
```
Forces are in eV/Å.

The natural (NBO) scheme yields these atomic charges, measured in e: C -0.712; C 0.813; O -0.564; O -0.541; C 0.169; N -0.365; C -0.431; C -0.412; C 0.465; C -0.693; O -0.221; O -0.246; H 0.268; H 0.266; H 0.233; H 0.283; H 0.436; H 0.235; H 0.240; H 0.259; H 0.240; H 0.244; H 0.250; H 0.278; H 0.254; H 0.252



Entry 2:
DFT (the ωB97M-V functional and the def2-TZVPD basis) results for a single C7H14NO5P molecule.

Calculated values
ΔE to the lowest compared entry with this formula, charge and spin in kJ/mol: 109.4
Orbital gap in eV: 10.076
SMILES: CCOP(=O)(OCC)O[N+]([O-])=C1CC1

```
28
Properties=species:S:1:pos:R:3:forces:R:3
C -3.156 1.831 0.141 0.1099 0.5685 -0.5382
C -2.461 1.108 -0.999 -1.0715 1.6029 0.1277
O -1.403 0.283 -0.617 1.9120 -0.2890 1.5608
P -0.092 1.124 -0.118 0.8345 -3.0307 -1.9448
O -0.289 2.526 0.143 -0.1425 1.1344 0.4867
O 0.528 0.155 0.981 -0.4223 1.0811 -0.6920
C 1.272 0.757 2.067 -0.7202 -1.0646 0.9816
C 1.414 -0.388 3.058 3.5838 1.8498 -1.0584
O 0.951 0.909 -1.384 -0.7330 -0.0122 0.5391
N 1.860 -0.291 -1.281 -1.0443 2.1874 0.6345
O 2.950 0.040 -0.891 1.2421 -0.3191 0.0664
C 1.272 -1.367 -1.494 -0.5841 -3.2942 -1.1092
C 0.228 -2.256 -2.052 -1.2362 0.5367 1.2499
C 1.606 -2.806 -1.771 -0.7138 1.8402 0.8944
H -3.371 2.850 -0.120 -0.3498 0.5260 -0.6694
H -4.076 1.433 0.528 -0.0977 -0.7007 0.2356
H -2.408 2.014 0.854 0.6005 -0.1546 1.6401
H -2.032 1.839 -1.655 -0.2119 0.5211 -0.6765
H -3.209 0.557 -1.498 -0.3846 -1.0868 -0.9369
H 2.205 1.245 1.780 -0.0521 -0.3960 -0.3934
H 0.639 1.489 2.543 -0.2174 0.5417 -0.0580
H 0.558 -0.882 3.216 -3.8148 -0.8579 1.2562
H 1.944 -1.225 2.635 1.2360 0.0502 -0.2705
H 1.916 0.038 3.928 -0.1648 -0.6020 0.2725
H -0.105 -2.089 -3.064 0.1485 -0.0268 -0.2272
H -0.599 -2.611 -1.389 0.7778 0.6289 -0.4664
H 1.714 -3.394 -0.870 0.3272 -0.4463 -0.4459
H 2.146 -2.890 -2.673 1.1888 -0.7880 -0.4584
```
Forces are in eV/Å.

The natural (NBO) scheme yields these atomic charges, measured in e: C -0.650; C -0.071; O -0.789; P 2.540; O -1.075; O -0.824; C -0.060; C -0.617; O -0.712; N 0.376; O -0.428; C 0.137; C -0.399; C -0.419; H 0.222; H 0.207; H 0.230; H 0.180; H 0.187; H 0.204; H 0.186; H 0.213; H 0.210; H 0.213; H 0.233; H 0.238; H 0.237; H 0.232



Entry 3:
DFT (the ωB97M-V functional and the def2-TZVPD basis) results for a single C7H14NOPS molecule.

Calculated values
ΔE to the lowest compared entry with this formula, charge and spin in kJ/mol: 95.7
Orbital gap in eV: 8.284
SMILES: CC(C)COP(C)SCC#N

```
25
Properties=species:S:1:pos:R:3:forces:R:3
C 2.172 2.295 1.048 -0.1872 -0.2921 0.0043
C 1.199 1.407 0.280 0.0463 -0.0732 -0.2106
C 0.383 2.213 -0.724 -0.0728 -0.2282 0.1973
C 1.961 0.293 -0.434 0.3275 0.5607 0.4838
O 1.127 -0.770 -0.876 -0.6559 -0.2993 -0.4028
P 0.418 -1.763 0.172 -1.2764 -0.7449 0.1828
C 0.289 -3.166 -1.011 0.0003 0.2936 0.2606
S -1.939 -1.177 -0.230 -0.1328 0.1622 -0.4503
C -3.693 -1.520 0.617 2.5409 -0.6090 -0.6101
C -4.024 -0.333 1.324 -0.2113 0.4468 0.3582
N -4.243 0.645 1.879 -0.1877 0.3065 0.2259
H 2.739 1.712 1.772 0.0881 0.0068 0.0787
H 1.625 3.064 1.586 -0.0158 0.1376 0.0498
H 2.869 2.779 0.370 0.1385 0.1135 -0.1036
H 0.520 0.920 0.993 0.0294 0.0953 -0.0191
H -0.208 2.971 -0.216 -0.0885 0.0825 0.0019
H -0.293 1.560 -1.273 -0.1070 0.0159 -0.0756
H 1.046 2.705 -1.432 0.0707 0.0899 -0.0964
H 2.441 0.668 -1.342 0.0180 0.0086 0.1181
H 2.734 -0.113 0.228 -0.0335 -0.0221 -0.0621
H -0.061 -2.778 -1.967 -0.0488 -0.0613 -0.0027
H 1.272 -3.620 -1.136 0.0932 0.0460 0.0188
H -0.409 -3.909 -0.631 -0.0517 0.0107 0.0155
H -4.312 -1.689 -0.257 -0.0751 -0.0694 0.0787
H -3.616 -2.393 1.259 -0.2085 0.0229 -0.0411
```
Forces are in eV/Å.

The natural (NBO) scheme yields these atomic charges, measured in e: C -0.604; C -0.248; C -0.608; C -0.056; O -0.813; P 1.162; C -0.988; S -0.349; C -0.542; C 0.253; N -0.305; H 0.207; H 0.220; H 0.203; H 0.212; H 0.216; H 0.225; H 0.197; H 0.196; H 0.178; H 0.252; H 0.233; H 0.241; H 0.263; H 0.257



Entry 4:
DFT (the ωB97M-V functional and the def2-TZVPD basis) results for 2 unconnected molecules or ions with the total composition C7H14NP.

Calculated values
ΔE to the lowest compared entry with this formula, charge and spin in kJ/mol: 163.5
Orbital gap (spin up / spin down) in eV: 6.762 / 7.489
2S+1: 3

```
23
Properties=species:S:1:pos:R:3:forces:R:3
C -2.065 0.565 -2.930 -0.1908 0.1326 -0.4010
C 0.740 2.832 -0.718 -1.9249 3.3452 -1.6647
C -1.537 0.217 -1.792 0.0909 0.1038 0.4205
C 0.889 1.562 -0.396 0.2456 -0.4899 0.9841
C 1.934 1.224 0.631 0.2892 -0.9672 1.4316
C 0.456 -2.645 -0.955 -1.4433 1.6219 -0.6015
C -1.131 -1.069 3.375 2.9300 -0.4545 2.7667
N 0.729 -1.235 -0.523 -0.7899 -0.7001 -0.0604
P 0.062 0.122 -1.103 2.0591 -0.2924 -0.5306
H -3.137 0.657 -2.967 -0.4917 -0.0918 -0.2238
H -1.559 0.772 -3.892 0.1766 0.0123 0.6557
H -0.076 3.183 -1.444 1.2014 -0.8004 0.9125
H 1.281 3.764 -0.322 -0.4593 -2.0661 -0.2279
H -0.984 -0.046 3.201 -0.2255 1.6337 0.2423
H 2.502 0.371 0.270 0.1595 -0.1300 0.1128
H 2.675 2.046 0.803 -1.0001 -0.4845 -0.0671
H 1.459 0.850 1.622 0.7499 0.8226 -1.5485
H 1.202 -2.902 -1.728 0.1842 -0.2847 0.8860
H -0.511 -2.729 -1.556 0.8032 -0.0164 1.0817
H 0.408 -3.269 -0.028 0.3304 0.2791 -1.1291
H -1.288 -1.363 4.426 -0.2029 0.7441 -0.2078
H -1.908 -1.421 2.838 -2.2140 -1.4138 -2.1463
H -0.142 -1.488 3.187 -0.2774 -0.5034 -0.6852
```
Forces are in eV/Å.

The natural (NBO) scheme yields these atomic charges, measured in e: C -0.439; C -0.404; C -0.260; C -0.339; C -0.636; C -0.436; C -0.842; N -0.775; P 1.151; H 0.219; H 0.218; H 0.193; H 0.215; H 0.211; H 0.239; H 0.221; H 0.224; H 0.211; H 0.181; H 0.220; H 0.209; H 0.208; H 0.214



Entry 5:
DFT (the ωB97M-V functional and the def2-TZVPD basis) results for 2 unconnected molecules or ions with the total composition C7H14O.

Calculated values
ΔE to the lowest compared entry with this formula, charge and spin in kJ/mol: 151.2
Orbital gap in eV: 10.111
SMILES: C=C(C)C(=C)CC.O

```
22
Properties=species:S:1:pos:R:3:forces:R:3
C -1.198 -0.321 1.130 0.5392 0.1356 0.2101
C -0.922 -0.336 -0.168 -0.0395 -0.0500 0.1957
C -1.885 -0.845 -1.194 -0.1781 0.0607 -0.5403
C 0.384 0.187 -0.687 -0.3894 -0.3445 0.4176
C 1.436 -0.615 -0.773 1.3290 0.9801 -0.2784
C 0.417 1.657 -1.059 0.1228 -0.8723 -0.9777
C 0.689 2.576 0.127 -0.5535 -0.3956 -0.0754
H -0.481 0.084 1.829 0.1393 -0.0571 0.0704
H -2.085 -0.724 1.582 -0.4376 -0.1036 -0.1837
H -1.413 -1.538 -1.886 0.2322 -0.1568 0.0089
H -2.751 -1.351 -0.773 -0.0122 0.1450 0.2021
H -2.237 -0.025 -1.830 -0.0598 0.0038 0.1161
H 2.377 -0.200 -1.149 -0.2464 0.0142 -0.0285
H 1.577 -1.615 -0.415 -0.7016 -0.4655 0.0977
H -0.527 1.852 -1.578 -0.1328 0.3595 0.4111
H 1.153 1.793 -1.857 0.1972 0.0721 0.2202
H 0.146 3.495 -0.023 0.1479 0.5786 0.0796
H 1.745 2.741 0.282 0.2874 0.1881 -0.1498
H 0.320 2.138 1.047 -0.2218 -0.1120 0.1699
O 0.999 -2.633 2.574 -0.0174 0.1372 0.2358
H 1.075 -2.939 1.666 -0.0048 -0.1497 0.1175
H 1.183 -3.380 3.156 -0.0002 0.0322 -0.3189
```
Forces are in eV/Å.

The natural (NBO) scheme yields these atomic charges, measured in e: C -0.386; C -0.028; C -0.637; C 0.011; C -0.398; C -0.431; C -0.602; H 0.199; H 0.196; H 0.216; H 0.217; H 0.214; H 0.187; H 0.192; H 0.204; H 0.209; H 0.211; H 0.211; H 0.212; O -0.940; H 0.471; H 0.470



Entry 6:
DFT (the ωB97M-V functional and the def2-TZVPD basis) results for 2 unconnected molecules or ions with the total composition C7H14O.

Calculated values
ΔE to the lowest compared entry with this formula, charge and spin in kJ/mol: 195.6
Orbital gap in eV: 10.364
SMILES: C=CCC.C=CCO

```
22
Properties=species:S:1:pos:R:3:forces:R:3
C 2.806 -0.619 -0.624 0.2706 0.3563 -0.1231
C 1.744 -1.300 -1.016 0.0580 -0.1567 0.2254
C 1.211 -2.494 -0.281 0.0690 0.0083 -0.0616
C -0.250 -2.301 0.092 -0.2601 0.0582 0.2657
H 3.161 0.247 -1.166 -0.0557 0.0346 -0.0747
H 3.380 -0.881 0.253 -0.0165 -0.1670 0.1486
H 1.204 -0.963 -1.892 -0.1204 -0.0494 -0.1325
H 1.346 -3.395 -0.879 -0.0708 -0.0900 -0.1884
H 1.818 -2.635 0.614 -0.0241 -0.0606 0.0845
H -0.859 -2.008 -0.767 0.0710 -0.0535 0.0028
H -0.718 -3.167 0.564 0.1813 -0.1783 -0.1740
H -0.312 -1.504 0.826 -0.0987 0.2900 0.0307
C -1.206 1.052 2.139 0.1554 0.1860 0.1353
C -1.669 1.165 0.909 -0.1673 -0.0146 -0.0850
C -1.541 2.408 0.093 -0.0392 -0.1225 -0.2417
O -0.938 2.066 -1.158 0.0850 0.2990 -0.0877
H -1.328 0.161 2.741 -0.0326 0.0223 -0.0508
H -0.675 1.891 2.576 0.0524 -0.0921 0.1489
H -2.216 0.352 0.445 0.0313 -0.0784 -0.0820
H -2.545 2.815 -0.085 0.0725 0.1082 0.0415
H -0.938 3.150 0.624 -0.0433 0.0157 0.0551
H -0.744 2.885 -1.638 -0.1177 -0.3155 0.1630
```
Forces are in eV/Å.

The natural (NBO) scheme yields these atomic charges, measured in e: C -0.402; C -0.159; C -0.438; C -0.602; H 0.194; H 0.185; H 0.196; H 0.206; H 0.200; H 0.204; H 0.206; H 0.209; C -0.385; C -0.186; C -0.100; O -0.721; H 0.202; H 0.188; H 0.203; H 0.167; H 0.164; H 0.469



Entry 7:
DFT (the ωB97M-V functional and the def2-TZVPD basis) results for 2 unconnected molecules or ions with the total composition C7H14O.

Calculated values
ΔE to the lowest compared entry with this formula, charge and spin in kJ/mol: 304.8
Orbital gap in eV: 9.874
SMILES: C=C(C)C(=C)CC.O

```
22
Properties=species:S:1:pos:R:3:forces:R:3
C -0.214 1.355 0.209 0.0663 0.2897 2.4829
C -0.056 0.372 -0.661 -0.5805 0.3412 -1.4371
C -0.174 0.561 -2.162 2.9056 1.9240 -0.0367
C 0.211 -1.013 -0.330 -2.8915 -4.1046 0.8235
C -0.826 -1.951 -0.259 2.6192 0.3652 -0.1539
C 1.611 -1.427 -0.104 0.3975 -0.9788 0.9521
C 2.034 -0.917 1.374 -3.7106 -1.1686 -1.3476
H -0.157 1.158 1.366 -0.1962 0.4472 -2.4895
H -0.380 2.393 -0.107 0.0777 -0.4569 0.0871
H -1.053 0.238 -2.570 -2.8285 -0.8889 -0.4993
H -0.087 1.656 -2.437 0.1481 -1.2345 0.1759
H 0.543 -0.070 -2.754 -0.0411 0.8205 0.7861
H -0.852 -3.067 -0.020 1.1078 1.6896 -0.2426
H -1.761 -1.697 -0.643 -1.6445 0.9609 -0.1129
H 2.230 -0.975 -0.887 0.1516 0.1630 0.3339
H 1.646 -2.558 -0.340 0.3071 1.6819 1.0486
H 2.909 -0.419 1.325 3.3543 0.9702 0.2472
H 1.898 -1.676 2.131 0.6752 -0.4664 -0.0090
H 1.334 -0.141 1.732 0.0606 -0.3130 -0.5830
O -3.370 2.759 1.661 -3.1003 -1.8872 -3.6370
H -2.657 2.342 1.204 0.2029 -1.1852 -1.6661
H -2.828 3.077 2.270 2.9194 3.0308 5.2775
```
Forces are in eV/Å.

The natural (NBO) scheme yields these atomic charges, measured in e: C -0.418; C -0.028; C -0.628; C 0.005; C -0.413; C -0.438; C -0.595; H 0.202; H 0.204; H 0.222; H 0.213; H 0.218; H 0.207; H 0.185; H 0.212; H 0.220; H 0.207; H 0.217; H 0.205; O -0.904; H 0.459; H 0.447



Entry 8:
DFT (the ωB97M-V functional and the def2-TZVPD basis) results for 2 unconnected molecules or ions with the total composition C7H14O.

Calculated values
ΔE to the lowest compared entry with this formula, charge and spin in kJ/mol: 293.4
Orbital gap in eV: 9.974
SMILES: C=C/C=C/CCC.O

```
22
Properties=species:S:1:pos:R:3:forces:R:3
C 2.552 0.774 1.802 -0.1715 1.3625 1.6564
C 2.568 0.179 0.598 1.0256 2.1866 0.0051
C 1.540 -0.778 0.185 -0.1395 0.7724 -0.3923
C 0.246 -0.435 0.034 2.8997 0.1331 1.2756
C -0.645 -1.532 -0.268 -0.8247 -3.1044 -2.8625
C -1.443 -1.326 -1.617 1.5960 0.5865 1.8376
C -2.516 -0.391 -1.268 -2.3060 0.9771 0.2065
H 1.930 0.618 2.753 0.3438 -0.7460 -1.9611
H 3.142 1.682 2.069 0.1971 -0.9153 -0.8518
H 3.327 0.645 -0.170 -1.4867 -1.2942 1.4136
H 1.859 -1.765 -0.089 0.0867 -0.4638 -0.0252
H 0.041 0.631 0.241 -0.6411 -0.7912 -0.2695
H -0.154 -2.514 -0.478 1.1206 0.9981 -0.0204
H -1.149 -1.979 0.562 -1.5804 0.8291 0.8134
H -0.713 -0.808 -2.275 -0.4484 -0.5904 0.0254
H -1.799 -2.232 -2.049 -0.0512 -0.8004 -0.3429
H -3.322 -0.888 -0.588 1.3534 0.9883 -1.1648
H -2.989 0.004 -2.201 -0.0175 -0.0213 0.9281
H -1.999 0.425 -0.721 -0.9869 -0.0782 -0.2733
O -0.091 3.178 0.762 1.3636 -2.3790 0.0237
H 0.152 2.641 1.544 0.0886 0.1108 -0.8248
H -0.539 3.868 1.172 -1.4211 2.2396 0.8034
```
Forces are in eV/Å.

The natural (NBO) scheme yields these atomic charges, measured in e: C -0.411; C -0.217; C -0.221; C -0.190; C -0.457; C -0.387; C -0.600; H 0.196; H 0.194; H 0.219; H 0.201; H 0.228; H 0.211; H 0.223; H 0.199; H 0.201; H 0.199; H 0.203; H 0.206; O -0.926; H 0.467; H 0.461